(1)
Formula: C34H23IrN9O11S2
Source: the Open Molecules 2025 dataset
Level of theory: wB97M-V/def2-TZVPD

Output
- E: -3530.27759 hartree
- Multiplicity: 5
- Charge: -1
- Kohn-Sham gap (alpha / beta): 4.23 / 5.88 eV

Element x y z (Å)
Ir -0.477 -0.139 -0.171
S -2.584 3.718 2.625
S 0.211 2.729 2.809
O 4.469 -4.512 -4.349
O -2.555 0.138 -0.772
O 4.276 3.404 2.402
O 1.124 1.734 0.548
O 3.072 1.643 2.590
O -0.034 0.987 -1.821
O 5.532 -3.214 -3.016
O 6.442 3.976 -1.795
O -5.544 2.146 1.418
O 5.345 3.625 -3.611
O 1.111 1.617 -3.585
N 1.632 -1.059 -0.339
N -3.064 1.488 1.043
N -0.960 -1.327 1.114
N 4.507 -3.663 -3.483
N -0.510 -1.787 -1.768
N -1.703 1.540 1.345
N 1.063 1.580 -2.325
N 5.445 3.596 -2.395
N 3.558 2.541 1.916
C -0.827 -2.020 2.255
C -1.562 -3.043 -3.492
C -5.824 1.304 0.414
C 2.644 -0.712 0.420
C -1.599 -2.167 -2.393
C -7.534 0.263 -0.933
C -0.269 -1.413 3.405
C -1.110 -4.068 3.518
C -3.370 0.742 0.009
C 3.351 2.559 0.474
C -0.559 -3.460 4.645
C 3.205 2.572 -2.294
C 3.958 -1.090 0.117
C -6.567 -0.480 -1.605
C 4.408 3.085 -0.262
C -0.402 3.733 4.178
C -1.386 2.510 2.112
C 2.122 2.092 -0.113
C -5.236 -0.304 -1.271
C 3.210 -3.141 -2.962
C -4.832 0.584 -0.274
C -1.424 4.695 3.610
C -1.247 -3.365 2.337
C 2.122 -3.538 -3.638
C -7.167 1.144 0.064
C 3.130 -2.275 -1.800
C 1.850 -1.836 -1.423
C 2.133 2.072 -1.575
C 0.818 -3.102 -3.256
C 4.207 -1.854 -0.984
C 4.324 3.080 -1.625
C -0.142 -2.132 4.576
C 0.685 -2.241 -2.175
C -0.349 -3.504 -3.927
H -4.564 2.082 1.569
H -0.948 5.446 2.981
H 2.247 -4.193 -4.489
H -6.850 -1.178 -2.382
H -1.435 -5.101 3.567
H 0.288 -1.657 5.450
H -2.000 5.190 4.393
H -0.456 -4.016 5.569
H -0.848 3.092 4.939
H 0.465 4.245 4.597
H -8.582 0.152 -1.189
H 5.214 -2.135 -1.236
H 0.052 -0.379 3.331
H -2.483 -3.322 -3.984
H -4.468 -0.855 -1.794
H -0.270 -4.175 -4.775
H 2.417 -0.097 1.278
H -1.678 -3.822 1.454
H -2.520 -1.740 -2.018
H 5.282 3.468 0.238
H -7.904 1.725 0.605
H 4.764 -0.752 0.753
H 3.159 2.573 -3.369

Here are the Mulliken charges for atoms 1 to 4, given in e: atom 1 (Ir): 2.976, atom 2 (S): -0.169, atom 3 (S): 0.131, atom 4 (O): -0.648

(2)
Formula: C34H25IrN2O3S5
Source: the Open Molecules 2025 dataset
Level of theory: wB97M-V/def2-TZVPD

Output
- E: -3741.14384 hartree
- Multiplicity: 2
- Charge: -1
- Kohn-Sham gap (alpha / beta): 6.58 / 6.73 eV
- Energy above the lowest of the compared OMol25 structures with the same formula, charge and spin: 92.58 kJ/mol

Element x y z (Å)
Ir 0.738 0.606 -0.751
S 1.189 -3.752 -0.137
S 2.839 -4.590 -2.333
S -0.365 -1.768 -1.773
S 1.700 -2.592 -4.283
S 3.133 -5.955 0.296
O -1.078 1.510 -1.025
O 2.677 0.046 -0.430
O 5.265 -1.120 -0.277
N 1.310 2.437 -1.341
N 0.268 3.336 -1.559
C 3.686 2.025 -1.464
C -2.031 4.896 -1.974
C -0.921 -3.545 2.780
C -4.429 5.005 -2.133
C -4.313 -1.237 2.588
C -2.109 3.540 -1.661
C 3.707 0.718 -0.889
C -0.882 2.735 -1.397
C -0.677 -3.926 5.140
C 6.080 2.022 -1.845
C 1.711 -3.303 -2.677
C -3.191 -0.678 1.974
C -3.296 0.605 1.434
C 0.919 -2.919 -1.648
C 6.130 0.751 -1.273
C 5.005 0.114 -0.795
C 2.429 -4.834 -0.682
C -5.505 -0.534 2.662
C -1.699 -1.900 4.334
C -1.911 -1.430 1.883
C -4.510 3.657 -1.819
C 4.866 2.647 -1.924
C 2.500 2.821 -1.639
C -3.355 2.926 -1.581
C -4.491 1.305 1.505
C -1.113 -1.227 0.850
C 2.697 -1.113 -3.949
C 4.318 -1.855 0.487
C -5.600 0.741 2.121
C -0.322 -1.032 -0.143
C -3.186 5.623 -2.208
C -1.509 -2.302 3.012
C -1.287 -2.703 5.386
C -0.498 -4.345 3.829
H 2.178 -0.460 -3.249
H 7.069 0.220 -1.182
H -5.331 5.577 -2.315
H -1.058 5.361 -2.030
H -3.119 6.676 -2.450
H 4.842 -2.758 0.793
H -0.348 -4.548 5.963
H -2.434 1.038 0.942
H 4.786 3.641 -2.348
H -6.530 1.292 2.181
H -6.364 -0.987 3.141
H -0.029 -5.298 3.619
H 3.451 -2.106 -0.113
H -3.402 1.876 -1.325
H 2.614 3.830 -2.031
H -4.551 2.297 1.074
H 3.670 -1.396 -3.554
H -5.475 3.170 -1.752
H 3.982 -1.300 1.363
H -0.811 -3.887 1.758
H 6.983 2.497 -2.204
H 2.829 -0.601 -4.902
H -4.246 -2.232 3.010
H -2.162 -0.942 4.537
H -1.433 -2.365 6.404

Here are the Mulliken charges for atoms 1 to 4, given in e: atom 1 (Ir): 0.616, atom 2 (S): -0.042, atom 3 (S): -0.175, atom 4 (S): -0.155

(3)
Formula: C34H26Br2IrN6O4SSe
Source: the Open Molecules 2025 dataset
Level of theory: wB97M-V/def2-TZVPD

Output
- E: -9992.70299 hartree
- Charge: +1
- Kohn-Sham gap: 6.44 eV
- Energy above the lowest of the compared OMol25 structures with the same formula, charge and spin: 20.11 kJ/mol

Element x y z (Å)
Ir -0.468 -0.558 -0.083
Br -1.978 -5.274 -1.076
Br -0.127 -3.992 -6.255
Se -2.875 -0.249 -0.749
S 2.040 -2.630 0.308
O 2.258 -3.033 -1.050
O 1.190 -3.441 1.134
O -1.014 -2.435 -0.510
O 2.239 0.967 1.204
N -2.959 2.216 -2.247
N 0.149 -0.677 -2.100
N -0.864 -0.836 1.882
N 1.537 -1.040 0.327
N -3.516 2.533 -0.190
N -0.412 1.438 0.625
C -3.107 1.595 -1.061
C 0.892 0.143 -2.821
C -3.869 2.306 1.208
C -0.219 3.867 1.989
C 5.734 -1.343 2.479
C 1.139 -0.116 -4.189
C -0.296 2.577 -0.025
C -3.283 3.550 -2.118
C -0.743 0.267 2.660
C -0.507 1.495 1.978
C 2.413 -0.226 1.007
C 3.553 -2.314 1.149
C -0.407 -3.485 -4.455
C 5.644 -2.700 2.172
C -0.833 -2.796 -1.765
C -3.633 3.748 -0.830
C -1.194 -4.032 -2.252
C -2.508 1.599 -3.492
C -0.406 2.675 2.709
C -1.082 -2.161 3.832
C -1.016 -2.024 2.438
C -0.986 -1.053 4.632
C 4.722 -0.462 2.123
C 4.544 -3.211 1.496
C 0.686 -1.254 -4.780
C -0.237 -1.882 -2.654
C 0.007 -2.215 -3.998
C -0.685 1.444 4.786
C 1.584 1.319 -2.199
C -0.811 0.216 4.047
C -0.194 3.816 0.618
C -0.498 2.618 4.144
C 3.625 -0.972 1.453
C -0.992 -4.374 -3.596
H -2.395 0.531 -3.325
H -3.248 1.774 -4.270
H -0.074 4.709 0.021
H -0.749 1.408 5.866
H 6.445 -3.365 2.465
H 1.729 0.601 -4.744
H -0.286 2.521 -1.103
H -1.199 -3.149 4.251
H 1.583 1.266 -1.113
H -0.413 3.543 4.699
H -1.032 -1.141 5.710
H -3.961 4.634 -0.317
H 0.887 -1.458 -5.823
H -1.082 -2.867 1.761
H -0.116 4.807 2.517
H -1.553 2.029 -3.789
H 4.466 -4.262 1.251
H -3.243 4.231 -2.949
H -3.224 2.905 1.850
H -1.291 -5.353 -3.942
H -3.738 1.250 1.426
H -4.908 2.585 1.367
H 1.158 2.265 -2.543
H 6.607 -0.976 3.002
H 4.774 0.593 2.357
H 2.623 1.314 -2.531

Here are the Mulliken charges for atoms 1 to 4, given in e: atom 1 (Ir): 0.094, atom 2 (Br): -0.178, atom 3 (Br): -0.212, atom 4 (Se): -0.187

(4)
Formula: C34H26ClCoNO8S2
Source: the Open Molecules 2025 dataset
Level of theory: wB97M-V/def2-TZVPD

Output
- E: -4606.91470 hartree
- Multiplicity: 2
- Kohn-Sham gap (alpha / beta): 8.22 / 8.15 eV
- Energy above the lowest of the compared OMol25 structures with the same formula, charge and spin: 0.00 kJ/mol

Element x y z (Å)
Co 2.213 1.943 -2.699
Cl 3.579 3.923 -3.708
S 2.029 0.411 -0.243
S -0.750 0.850 -2.710
O 2.566 1.783 -0.557
O 4.393 4.848 -3.018
O 2.180 4.008 -3.276
O 3.702 4.034 -5.109
O 3.952 2.525 -3.280
O 0.356 1.686 -2.098
O 2.964 -0.151 -2.978
O 1.771 0.805 -4.396
N 2.399 -0.241 -4.079
C -3.274 2.923 -0.317
C -1.777 0.179 1.100
C -0.107 -4.813 -0.914
C -0.497 -1.094 -0.673
C -0.596 -0.787 -2.009
C -5.757 2.895 0.039
C -0.402 -3.094 -2.659
C 4.073 -2.283 1.891
C -0.534 -1.783 -3.008
C -4.139 -0.211 1.416
C -3.036 1.464 2.746
C -0.643 1.938 2.378
C 3.235 -1.677 0.966
C -1.813 1.186 2.093
C 4.823 -1.522 2.779
C 4.723 -0.131 2.722
C -4.174 0.784 2.414
C -0.332 -2.458 -0.299
C -2.117 2.465 -0.922
C 0.520 1.702 1.713
C -2.969 -0.509 0.777
C -0.180 -2.841 1.060
C -2.216 1.494 -1.907
C -0.549 -0.059 0.409
C 0.032 -5.150 0.400
C -4.523 2.417 -0.669
C -4.595 1.465 -1.680
C -3.449 1.009 -2.312
C 3.884 0.489 1.816
C -0.004 -4.150 1.398
C 3.133 -0.296 0.952
C 5.734 -2.175 3.780
C -0.290 -3.461 -1.299
C 0.560 0.680 0.741
H 1.406 2.296 1.888
H 0.116 -4.427 2.437
H -5.107 1.006 2.916
H 5.324 0.473 3.392
H -0.565 -1.486 -4.048
H -3.205 3.679 0.456
H 3.834 1.568 1.746
H 5.845 -3.239 3.580
H -0.197 -2.081 1.830
H -2.952 -1.265 0.002
H -5.046 -0.739 1.154
H -5.561 1.082 -1.985
H -0.075 -5.571 -1.686
H 4.161 -3.363 1.905
H -6.662 2.506 -0.426
H -0.352 -3.862 -3.419
H -5.746 2.570 1.082
H 2.672 -2.271 0.256
H -1.146 2.855 -0.650
H 6.725 -1.720 3.762
H 5.342 -2.062 4.792
H 0.177 -6.184 0.683
H -3.517 0.275 -3.105
H -0.698 2.724 3.122
H -3.057 2.237 3.505
H -5.813 3.984 0.038

Here are the Mulliken charges for atoms 1 to 4, given in e: atom 1 (Co): 0.460, atom 2 (Cl): 1.951, atom 3 (S): 1.612, atom 4 (S): 0.120

(5)
Formula: C34H26ClIN3O2PSSr
Source: the Open Molecules 2025 dataset
Level of theory: wB97M-V/def2-TZVPD

Output
- E: -3154.13786 hartree
- Multiplicity: 2
- Charge: -1
- Kohn-Sham gap (alpha / beta): 3.11 / 4.52 eV

Element x y z (Å)
I 4.554 3.966 -1.315
Sr -0.406 0.379 0.117
Cl 1.529 -2.542 5.016
S -2.791 -1.385 0.425
P 1.143 -2.744 -0.184
O -2.490 1.601 0.494
O 1.643 -0.284 -0.682
N -0.027 0.239 2.700
N -3.396 1.095 1.315
N 0.588 2.839 -0.190
C 2.611 4.007 -0.594
C -0.906 -2.744 -3.733
C 2.901 -0.059 -0.322
C -5.277 0.239 3.123
C -0.515 0.879 4.937
C 0.771 5.126 0.443
C 1.717 -2.314 -2.927
C 1.020 -5.520 -0.964
C 0.524 -5.001 1.315
C 0.885 -4.563 0.041
C -0.563 1.092 3.570
C 1.372 -2.206 -4.266
C -0.558 -2.854 -2.392
C -5.008 1.607 2.998
C 5.081 -3.629 0.587
C 0.806 -6.867 -0.703
C -3.624 -0.258 1.384
C 3.729 -3.711 0.295
C 0.320 -6.346 1.587
C 2.069 5.157 -0.052
C 4.956 -1.237 0.334
C 0.459 -7.286 0.574
C 5.694 -2.352 0.612
C 0.065 3.942 0.348
C -4.068 1.987 2.084
C 0.704 -1.120 4.488
C 0.137 -0.252 5.405
C 0.594 -0.855 3.131
C -4.603 -0.649 2.332
C 3.571 -1.281 0.000
C 2.944 -2.590 0.005
C 0.755 -2.646 -1.977
C 1.849 2.841 -0.638
C 0.061 -2.421 -4.674
H 2.280 1.883 -0.943
H 0.210 -0.463 6.463
H 6.748 -2.258 0.850
H -1.934 -2.908 -4.036
H 2.731 -2.121 -2.597
H 0.400 -4.269 2.106
H 1.302 -5.207 -1.962
H 0.323 6.003 0.889
H 0.918 -7.592 -1.501
H 2.130 -1.943 -4.994
H -0.971 1.582 5.620
H 0.045 -6.659 2.587
H -0.206 -2.330 -5.720
H -5.516 2.354 3.589
H -0.954 3.845 0.709
H -4.789 -1.711 2.402
H -1.055 1.961 3.149
H -3.774 3.006 1.885
H -1.320 -3.107 -1.661
H 0.294 -8.337 0.778
H 3.272 -4.693 0.304
H 5.406 -0.250 0.345
H -6.011 -0.117 3.835
H 2.655 6.066 -0.007
H 5.646 -4.527 0.801
H 1.014 -1.522 2.382

Here are the Mulliken charges for atoms 1 to 4, given in e: atom 1 (I): 0.099, atom 2 (Sr): 1.800, atom 3 (Cl): -0.221, atom 4 (S): -0.374

(6)
Formula: C34H26ClN2O4PSeSr
Source: the Open Molecules 2025 dataset
Level of theory: wB97M-V/def2-TZVPD

Output
- E: -4955.43244 hartree
- Kohn-Sham gap: 5.50 eV
- Energy above the lowest of the compared OMol25 structures with the same formula, charge and spin: 84.91 kJ/mol

Element x y z (Å)
Sr 0.584 -0.135 -1.953
Se 3.680 -1.848 -2.588
Cl 2.755 -7.012 -1.240
P 0.473 3.466 0.047
O -1.135 1.099 -2.918
O -2.334 -4.192 -2.028
O -0.883 -1.307 -0.634
O -0.560 -2.072 -2.726
N 2.579 -1.363 -1.266
N 4.307 -3.250 -1.724
C 1.644 6.885 1.973
C -2.182 3.783 -3.048
C -1.222 -2.023 -1.640
C 0.595 -5.628 -0.365
C -1.493 5.350 -0.855
C -0.356 2.165 1.055
C 0.572 4.810 1.311
C -0.082 0.489 2.795
C -1.238 3.326 -2.130
C 1.519 5.814 1.093
C -2.429 5.807 -1.780
C -1.441 0.193 2.734
C 0.833 6.955 3.098
C 2.715 -2.259 -0.301
C -0.447 -5.291 -2.892
C 1.264 -6.131 -1.466
C 2.262 -3.215 1.839
C -1.714 1.852 1.000
C -0.105 5.956 3.336
C 3.701 -3.298 -0.555
C -0.237 4.893 2.448
C 0.751 -5.969 -2.743
C -0.550 2.008 -2.265
C 0.455 1.463 1.955
C 1.977 -2.257 0.930
C -2.250 0.872 1.834
C -0.874 4.112 -1.032
C -1.352 -4.447 0.715
C 3.269 -4.225 1.606
C -0.615 -4.945 -0.508
C -1.123 -4.787 -1.791
C 3.968 -4.283 0.452
C -2.771 5.029 -2.882
C -2.498 -2.858 -1.520
H 1.204 -1.515 1.096
H 2.166 5.753 0.220
H -1.864 -0.569 3.385
H 1.715 -3.238 2.775
H -2.891 6.781 -1.638
H -0.740 6.007 4.215
H -0.978 4.124 2.640
H 4.711 -5.046 0.255
H -3.264 -2.388 -2.131
H 1.515 1.698 2.011
H -3.310 0.640 1.774
H -2.827 -2.860 -0.486
H -3.502 5.393 -3.602
H -2.362 2.376 0.308
H -2.411 -4.720 0.670
H -1.290 -3.355 0.807
H -1.240 5.972 -0.004
H 1.002 -5.791 0.627
H 0.934 7.784 3.791
H 1.280 -6.368 -3.601
H -0.926 -4.889 1.617
H 2.383 7.658 1.784
H 0.561 -0.035 3.500
H -0.882 -5.127 -3.875
H -2.447 3.140 -3.885
H 3.451 -4.960 2.379

Here are the Mulliken charges for atoms 1 to 4, given in e: atom 1 (Sr): 2.232, atom 2 (Se): 0.256, atom 3 (Cl): -0.230, atom 4 (P): -0.023

> Among the records above, which one has the highest E?

C34H26ClIN3O2PSSr

> Which of these has the highest E?

C34H26ClIN3O2PSSr

> Which of these has the lowest E?

C34H26Br2IrN6O4SSe

Please write out number 2 again, unchanged.
Formula: C34H25IrN2O3S5
Source: the Open Molecules 2025 dataset
Level of theory: wB97M-V/def2-TZVPD

Output
- E: -3741.14384 hartree
- Multiplicity: 2
- Charge: -1
- Kohn-Sham gap (alpha / beta): 6.58 / 6.73 eV
- Energy above the lowest of the compared OMol25 structures with the same formula, charge and spin: 92.58 kJ/mol

Element x y z (Å)
Ir 0.738 0.606 -0.751
S 1.189 -3.752 -0.137
S 2.839 -4.590 -2.333
S -0.365 -1.768 -1.773
S 1.700 -2.592 -4.283
S 3.133 -5.955 0.296
O -1.078 1.510 -1.025
O 2.677 0.046 -0.430
O 5.265 -1.120 -0.277
N 1.310 2.437 -1.341
N 0.268 3.336 -1.559
C 3.686 2.025 -1.464
C -2.031 4.896 -1.974
C -0.921 -3.545 2.780
C -4.429 5.005 -2.133
C -4.313 -1.237 2.588
C -2.109 3.540 -1.661
C 3.707 0.718 -0.889
C -0.882 2.735 -1.397
C -0.677 -3.926 5.140
C 6.080 2.022 -1.845
C 1.711 -3.303 -2.677
C -3.191 -0.678 1.974
C -3.296 0.605 1.434
C 0.919 -2.919 -1.648
C 6.130 0.751 -1.273
C 5.005 0.114 -0.795
C 2.429 -4.834 -0.682
C -5.505 -0.534 2.662
C -1.699 -1.900 4.334
C -1.911 -1.430 1.883
C -4.510 3.657 -1.819
C 4.866 2.647 -1.924
C 2.500 2.821 -1.639
C -3.355 2.926 -1.581
C -4.491 1.305 1.505
C -1.113 -1.227 0.850
C 2.697 -1.113 -3.949
C 4.318 -1.855 0.487
C -5.600 0.741 2.121
C -0.322 -1.032 -0.143
C -3.186 5.623 -2.208
C -1.509 -2.302 3.012
C -1.287 -2.703 5.386
C -0.498 -4.345 3.829
H 2.178 -0.460 -3.249
H 7.069 0.220 -1.182
H -5.331 5.577 -2.315
H -1.058 5.361 -2.030
H -3.119 6.676 -2.450
H 4.842 -2.758 0.793
H -0.348 -4.548 5.963
H -2.434 1.038 0.942
H 4.786 3.641 -2.348
H -6.530 1.292 2.181
H -6.364 -0.987 3.141
H -0.029 -5.298 3.619
H 3.451 -2.106 -0.113
H -3.402 1.876 -1.325
H 2.614 3.830 -2.031
H -4.551 2.297 1.074
H 3.670 -1.396 -3.554
H -5.475 3.170 -1.752
H 3.982 -1.300 1.363
H -0.811 -3.887 1.758
H 6.983 2.497 -2.204
H 2.829 -0.601 -4.902
H -4.246 -2.232 3.010
H -2.162 -0.942 4.537
H -1.433 -2.365 6.404

Here are the Mulliken charges for atoms 1 to 4, given in e: atom 1 (Ir): 0.616, atom 2 (S): -0.042, atom 3 (S): -0.175, atom 4 (S): -0.155